Entry 1:
ORCA calculation (the ωB97M-V functional and the def2-TZVPD basis) on 4 unconnected molecules or ions with the total composition C2H14NO3S in a non-equilibrium geometry.

Structure (XYZ):
```
21
Properties=species:S:1:pos:R:3:forces:R:3
C 1.0249 0.0164 -0.5241 -1.1061 -0.0202 1.3323
C 0.2918 -0.2710 -1.8125 0.9901 0.4134 -0.8393
S -1.2197 0.7431 -2.0305 -0.0160 -0.3476 0.3561
N 0.3228 -0.7728 0.5994 1.7439 0.2749 -1.6268
H 0.9892 1.0494 -0.1789 0.0175 0.0738 -0.3542
H 2.0595 -0.3153 -0.4613 -0.0279 -0.1537 -0.4730
H 0.1689 -1.3534 -1.8993 -0.5035 0.0828 -0.0874
H 0.9605 -0.0045 -2.6314 -0.0206 0.0252 0.0026
H -1.1484 0.9768 -3.3519 0.1724 -0.1447 0.1614
H 0.9123 -0.6027 1.4317 -0.8485 -0.0167 0.6385
H 0.3739 -1.7615 0.3254 -0.2348 0.0942 0.6464
H -0.6615 -0.5493 0.7066 0.0612 0.2251 0.3683
H -0.6982 -3.6284 1.9280 0.0302 -0.1061 0.0463
H -1.4793 -3.3422 0.6390 0.0917 -0.1538 0.1118
O -0.6600 -3.1308 1.1058 -0.3900 -0.1992 -0.1287
H 1.4794 0.6940 3.5846 0.0945 -0.0624 -0.0265
H 2.2613 -0.6363 3.3614 -0.0158 0.2170 0.2295
O 1.4931 -0.1269 3.0791 0.0397 -0.2384 -0.2819
H -0.8989 2.4733 0.2101 -0.5727 -0.1109 1.2865
H 0.1305 3.1764 -0.2782 0.9841 0.8866 0.7177
O -0.1657 2.9638 0.6305 -0.4895 -0.7393 -2.0797
```
Forces are in eV/Å.

Properties
Multiplicity: 1
Molecular weight, g mol⁻¹: 132.2
Energy relative to the best compared isomer or geometry (same formula, charge and spin), kcal/mol: 14.2
Total charge: +1

---

Entry 2:
ORCA calculation (the ωB97M-V functional and the def2-TZVPD basis) on a single C3H4O5 molecule in a non-equilibrium geometry.

Structure (XYZ):
```
12
Properties=species:S:1:pos:R:3:forces:R:3
O 1.6311 1.4464 0.1942 -1.2124 -1.8670 -1.2547
C 1.2421 0.3122 -0.0813 5.0732 -1.6887 0.0806
O 2.0849 -0.7388 -0.5435 -4.6095 -0.0602 -1.9687
C 0.0432 -0.2906 0.4409 -4.8340 0.1939 3.1502
O -0.3793 -1.5955 0.3095 0.2346 -0.4158 -2.3371
C -1.2435 0.4320 -0.0649 -0.8370 -1.0053 -0.2092
O -2.2372 -0.2831 -0.3416 2.0905 2.4548 0.2021
O -1.1107 1.7008 -0.2320 0.5211 1.1061 0.1268
H 1.2836 -1.4690 -0.9810 3.4203 2.6078 2.2702
H 0.1271 -0.0621 1.5827 -0.1339 -0.0704 -1.6358
H -1.3031 -1.3788 -0.2700 1.5781 -1.3569 1.7907
H -0.1382 1.9266 -0.0130 -1.2910 0.1016 -0.2151
```
Forces are in eV/Å.

Properties
Multiplicity: 1
Molecular weight, g mol⁻¹: 120.1
Energy relative to the best compared isomer or geometry (same formula, charge and spin), kcal/mol: 49.3